Molecular formula: C5H5N3
Method: DFT, the ωB97M-V functional and the def2-TZVPD basis

* energy relative to the best compared isomer or geometry (same formula, charge and spin): 56.9 kcal/mol
* SMILES: N#C[C@H]1C=CC=NN1
* highest occupied orbital energy: -8.60 eV

```
! RIJCOSX wB97M-V def2-TZVPD def2/J DEFGRID3
* xyz 0 1
C -0.2965 -0.8165 2.1374
C 0.2277 -0.1734 0.8667
C -0.0169 1.0285 -1.6281
C 0.4901 -0.4123 -1.5606
C 0.4059 -0.9815 -0.3539
H 1.0985 0.3605 1.1862
H -1.3967 1.3559 1.2146
H 0.1959 1.7296 -2.3949
H 0.6638 -1.0202 -2.4820
H 0.5597 -2.0189 -0.0419
N -0.5688 -1.3593 3.1162
N -0.7104 0.7838 0.5074
N -0.6524 1.5238 -0.5672
*
```